Formula: C7H12N3
Source: the Open Molecules 2025 dataset
Level of theory: the ωB97M-V functional and the def2-TZVPD basis

XYZ file:
```
22
Properties=species:S:1:pos:R:3:forces:R:3
C 1.19823 2.04169 -0.31009 2.52 -3.23 1.05
C 1.14890 1.08454 0.68311 -2.26 1.85 -0.27
C -0.88731 2.04846 0.24391 3.02 -1.31 -0.03
C -1.77344 0.14614 2.52306 0.39 -3.14 -2.62
C -0.80103 -0.02435 1.58752 -0.74 3.04 2.91
C 1.78604 -1.59869 -1.24432 1.20 -1.74 0.78
C -0.56633 -1.04164 -1.61114 -1.54 -4.75 0.81
N 0.02185 2.46879 -0.60321 -3.88 3.58 -1.75
N -0.19357 1.17603 1.07842 -0.44 -2.14 -0.28
N 0.56620 -1.92198 -1.10703 0.22 3.32 -1.96
H 2.04015 2.12549 -0.92427 1.10 0.97 -0.85
H 1.84111 0.42061 1.14373 0.31 -0.12 0.42
H -1.95484 2.21097 0.23038 0.17 -0.02 0.15
H -2.22921 -0.80214 2.80546 -0.07 0.32 0.58
H -2.38633 1.01337 2.58749 0.20 0.86 0.50
H 2.58732 -2.38490 -1.05162 -1.12 1.20 -0.16
H -0.19805 -0.87453 1.34578 -0.29 -0.73 0.31
H 2.05373 -0.59899 -1.51421 0.04 0.48 -0.25
H -0.53628 -0.13773 -1.19591 1.03 4.02 1.24
H -0.57828 -1.06443 -2.69996 -0.24 -0.08 0.26
H -1.48684 -1.44750 -1.05488 1.05 0.16 -1.58
H 0.34799 -2.83919 -0.91222 -0.66 -2.55 0.72
```
Positions in Å, forces in eV/Å.

## Properties
- DFT total energy (Eh) = -437.820597
- charge = +1
- E_LUMO (eV) = -5.393
- molecular weight (g/mol) = 138.19
- highest occupied orbital energy (eV) = -12.3
- energy above the lowest of the compared OMol25 structures with the same formula, charge and spin (kcal per mole) = 111.5

Löwdin atomic charges, in units of e: atom 1 (C): -0.197, atom 2 (C): -0.066, atom 3 (C): -0.100, atom 4 (C): 0.079, atom 5 (C): -0.151, atom 6 (C): 0.176, atom 7 (C): 0.049, atom 8 (N): 0.047, atom 9 (N): -0.102, atom 10 (N): 0.045, atom 11 (H): 0.090, atom 12 (H): 0.110, atom 13 (H): 0.137, atom 14 (H): 0.065, atom 15 (H): 0.064, atom 16 (H): 0.160, atom 17 (H): 0.087, atom 18 (H): 0.109, atom 19 (H): 0.004, atom 20 (H): 0.121, atom 21 (H): 0.141, atom 22 (H): 0.132